Record 1
Here is the molecule C4H9OP at a distorted geometry from the Open Molecules 2025 dataset. Energies are from ωB97M-V with the def2-TZVPD basis set.

XYZ file:
```
15
Properties=species:S:1:pos:R:3:forces:R:3:nbo_charge:R:1
C 1.486671 -0.860665 -0.184462 -1.0 -1.2 0.0 -0.673
H 1.348955 -1.925943 -0.576351 0.0 1.4 0.5 0.226
H 2.372764 -0.498943 -0.612077 2.3 -0.1 0.1 0.221
C -1.367506 0.227235 0.439389 0.1 1.4 -2.5 -0.153
H -2.570582 -1.558761 0.445262 -0.4 -1.1 0.2 -0.034
H 0.850811 0.275494 -1.879374 -1.0 -0.4 0.7 0.186
C 0.596947 0.143440 -0.797568 -1.7 1.0 -0.4 -0.134
P -2.680644 -0.519414 -0.453544 0.1 -0.6 -1.4 0.334
H -0.936788 -0.343407 1.191279 1.1 -0.4 1.7 0.164
C 0.270376 1.476980 -0.109496 2.0 0.9 -1.2 -0.122
H 0.546190 2.393740 -0.650753 -0.3 -0.3 -0.6 0.182
H 1.485445 -0.840065 0.909481 0.1 -0.1 -0.2 0.208
H -3.821869 -0.040904 0.131002 -1.0 0.6 0.8 -0.041
O -1.063421 1.566436 0.227493 -0.9 -0.9 0.7 -0.529
H 0.926699 1.585152 0.714867 0.6 -0.2 1.7 0.164
```
Forces are in eV/Å.

Computed properties:
Net charge: 0
Frontier orbital gap (spin up / spin down) (eV): 8.27 / 7.91


Record 2
Here is a structure of composition C2Cl3F3 at a distorted geometry from the Open Molecules 2025 dataset. Energies are from ωB97M-V with the def2-TZVPD basis set.

XYZ file:
```
8
Properties=species:S:1:pos:R:3:forces:R:3:nbo_charge:R:1
F 1.401848 0.834353 -0.985659 0.0 0.0 0.0 -0.302
Cl 0.779390 0.048701 2.060604 -0.1 -0.1 0.1 0.060
Cl -1.227172 1.661099 0.723052 -0.1 -0.1 0.1 0.050
Cl -1.613560 -1.211361 0.981128 0.0 -0.1 0.0 0.079
C -0.478346 0.083788 0.855947 2.2 0.2 -3.6 -0.285
C 0.489709 -0.104102 -0.889294 -2.0 -0.2 3.4 1.015
F 1.045297 -1.302656 -0.887634 0.1 0.1 -0.1 -0.311
F -0.397167 -0.009822 -1.858144 0.1 0.1 0.0 -0.307
```
Forces are in eV/Å.

Computed properties:
Net charge: 0
Frontier orbital gap (eV): 11.12


Record 3
Here is a structure of composition C33H50F6N7O7S6SbSn from the Open Molecules 2025 dataset. Energies are from ωB97M-V with the def2-TZVPD basis set.

XYZ file:
```
111
Properties=species:S:1:pos:R:3:forces:R:3:lowdin_charge:R:1
N 1.882320 -2.660159 -1.507007 -0.1 -0.4 0.1 -0.427
H -0.559978 2.944122 5.622881 0.0 0.0 0.0 0.121
N 4.684188 -0.516275 -1.190114 0.0 -0.1 -0.2 -0.004
H -2.579258 -1.477613 -3.986118 0.0 0.0 0.0 0.063
H -0.751302 0.758898 4.276447 0.0 0.0 0.0 0.106
C 2.327399 -1.213253 6.203533 0.0 0.0 0.0 -0.044
H 4.377954 1.067692 -0.039752 0.0 0.0 0.0 0.098
H 4.040466 -3.873852 2.356797 0.0 0.0 0.0 0.077
H 2.161644 -0.963446 0.843983 0.0 -0.1 -0.1 0.058
O 3.739413 -3.394661 -4.762340 -0.1 0.0 0.3 -0.279
F 1.894791 -5.082501 -6.218404 0.0 0.0 0.0 0.149
C -4.396943 0.330515 -2.539987 -0.1 -0.1 0.2 -0.157
F 0.845097 -4.444661 -4.433970 0.1 0.0 -0.1 0.141
C -0.663432 2.672579 1.421546 0.1 -0.1 -0.1 -0.128
H -1.616396 4.302238 5.202836 0.0 0.0 0.1 0.121
N 2.652213 -1.573102 -1.301098 0.1 1.0 0.0 0.061
C -1.025124 3.480579 4.789175 0.0 0.0 -0.1 -0.109
C -2.599065 3.307482 2.858990 0.1 0.0 0.0 -0.106
F 0.350692 -3.568847 -6.353896 0.0 -0.1 0.1 0.140
C 3.635075 -3.094955 1.712321 -0.1 0.1 0.0 -0.032
O -1.356101 7.569805 -1.219881 0.0 0.0 0.0 -0.018
H 0.163170 5.218335 2.040762 0.0 0.0 0.0 0.113
H -1.344826 -2.800445 2.701412 0.0 0.0 0.0 0.080
N 1.814362 -1.771290 -4.386482 0.0 0.2 -0.4 -0.273
N 4.627631 -2.663594 -1.998641 0.6 0.1 -0.5 0.216
O 0.680736 -2.458125 -1.384100 0.2 -0.1 0.0 -0.048
C -3.710697 -2.806947 1.244027 0.1 0.2 0.1 -0.146
F 0.981963 0.089756 -6.785936 0.1 -0.2 0.1 0.162
C -2.376697 -2.753259 -2.231657 -0.1 0.3 0.3 -0.548
O 0.973542 0.412499 -3.635151 0.0 -0.4 0.3 -0.506
C 2.928035 -2.116981 3.923433 -0.1 0.1 -0.1 0.014
C 0.568660 4.295487 -1.511463 0.5 0.0 0.1 -1.150
S -1.971967 5.080342 -1.838117 0.0 -0.1 0.0 0.994
H 2.945794 -2.041016 6.547761 0.0 0.0 0.0 0.074
N 4.043181 0.689275 -0.915632 -0.2 0.2 0.0 0.020
H 3.456426 -2.926939 4.413462 0.0 0.0 0.0 0.117
H -3.817771 -4.173122 -2.966970 0.0 0.0 0.0 0.080
C 2.282239 -1.149563 4.698188 0.0 0.0 0.1 -0.255
H -3.191139 4.135655 3.259332 0.0 0.0 0.0 0.124
H -1.288088 1.975500 0.850046 0.0 0.0 0.0 0.091
H -5.341666 0.881308 -2.607955 0.0 0.0 0.0 0.079
C 0.057284 4.047014 3.861365 0.0 0.1 0.0 -0.280
C 3.953000 -1.607180 -1.550012 -0.3 -0.8 0.3 -0.426
H 1.649487 3.289336 2.593881 0.0 0.0 0.0 0.131
H 0.702178 4.723770 4.429140 0.0 0.0 0.0 0.141
H 1.325837 -1.348138 6.615430 0.0 0.0 0.0 0.084
C -1.940763 2.534920 4.002560 -0.1 0.0 0.1 -0.278
H 4.203364 1.352165 -1.666355 0.0 0.0 -0.1 0.067
H 5.598043 -0.454342 -1.612538 0.1 0.0 0.0 0.149
C 0.912192 2.904409 3.307387 0.0 -0.1 -0.1 -0.068
H -0.995808 -3.393900 1.068800 0.0 0.0 0.0 0.075
H -4.108438 0.688270 0.908581 0.0 0.1 0.0 0.051
H -2.014390 -3.115610 -4.327229 0.0 0.0 0.0 0.079
S 1.950468 3.317572 -1.399186 -0.1 0.2 -0.1 0.537
H -4.067856 -3.741765 -1.275093 -0.1 0.0 -0.1 0.047
N 0.791829 0.830654 1.924393 0.1 0.1 0.2 0.156
H -5.274529 1.470983 -0.164989 0.0 0.0 0.0 0.080
Sb -2.158780 -1.041118 -0.874666 -0.6 0.0 0.1 1.480
H -1.961443 4.359629 1.090145 0.0 0.0 -0.1 0.119
S 2.626738 -2.733529 -5.379936 0.1 0.0 -0.1 0.611
H -4.454298 -0.508581 -3.233809 0.0 0.1 0.0 0.050
H -1.185748 5.648367 3.097630 0.0 0.0 0.0 0.124
H -0.913669 -1.939652 -3.612089 0.1 0.1 -0.1 0.040
S 2.075627 -0.234196 -4.355157 0.3 0.1 0.3 0.593
C 2.207353 -1.036726 1.920325 -0.1 0.1 0.0 0.008
H -3.548229 1.800196 -0.360628 0.0 0.0 0.1 0.040
C -4.277035 1.021594 -0.118793 0.0 -0.2 0.0 -0.168
C 1.342793 -4.042754 -5.599869 -0.2 0.1 0.0 -0.682
H -2.711265 2.136951 4.669255 0.0 0.0 0.0 0.141
H 4.095439 -3.406648 -2.431969 -0.1 0.0 0.1 0.077
H -2.733876 -0.961839 1.734544 0.0 0.0 0.0 0.049
O 2.827909 -2.148638 -6.670665 0.0 0.0 -0.1 -0.261
C 1.591836 -0.128562 4.079023 0.0 0.0 0.0 0.020
H -0.398993 -1.809637 1.579728 0.1 0.0 0.0 0.036
H 4.464560 -2.645551 1.162435 0.0 0.0 0.0 0.075
H 1.112215 0.598865 4.713145 0.0 0.0 0.0 0.093
H -4.528061 -2.613049 -2.554107 0.0 0.0 0.0 0.060
H 5.545150 -2.518560 -2.392132 0.0 0.1 0.1 0.126
C 2.906178 -2.055823 2.526919 0.1 -0.2 0.0 -0.245
C -0.601613 4.809147 2.709200 0.0 -0.1 0.0 -0.108
H 0.127766 3.033483 0.761913 0.0 0.1 -0.1 0.066
C 0.018519 1.893874 2.551590 -0.2 0.1 0.2 -0.440
H 1.465792 2.433864 4.118751 0.0 0.0 0.0 0.105
H -4.608979 -2.388629 0.787754 0.0 -0.1 0.0 0.058
C -2.523999 -1.857786 1.143584 0.2 -0.1 -0.5 -0.559
C -3.780032 -3.347306 -2.248324 0.1 -0.1 0.0 -0.137
C -1.501966 3.842267 1.935643 -0.1 0.1 0.0 -0.272
C -1.238058 -2.502187 1.652560 -0.1 0.1 0.0 -0.158
H -3.601525 1.000828 -2.865896 0.0 0.0 -0.1 0.026
H -3.482299 -3.761724 0.768410 0.0 0.0 0.0 0.066
H 2.971320 -3.567478 0.986781 0.0 0.0 0.0 0.074
Sn 0.895875 0.801308 -1.256214 -0.1 -0.4 0.2 0.989
C 1.926195 0.611604 -6.022004 -0.2 0.5 0.0 -0.669
H -3.937547 -3.005921 2.297135 0.0 -0.1 0.0 0.078
C -1.123056 1.364071 3.451409 0.1 0.0 -0.1 -0.066
H -1.750617 0.715316 2.831173 0.0 0.0 0.1 0.113
C -1.944785 -2.287511 -3.616453 0.0 -0.1 0.0 -0.156
H 2.733329 -0.288645 6.616765 0.0 0.0 0.0 0.083
H -4.897191 -0.908321 -0.850439 0.0 0.0 0.0 0.070
C -0.949524 6.459497 -1.381669 0.0 0.0 0.0 -0.989
F 1.575268 1.875229 -5.729182 0.0 -0.1 -0.1 0.125
S 0.761419 5.998147 -1.199574 0.0 0.0 0.1 0.989
S -1.172765 2.265127 -2.163967 0.0 0.5 0.1 0.569
F 3.080508 0.662698 -6.662202 -0.1 -0.3 0.0 0.157
C -0.726860 3.854765 -1.807162 -0.2 -0.2 -0.3 -1.117
H -1.658620 -3.484754 -1.859360 0.0 0.0 0.0 0.072
C 1.497144 -0.047058 2.656839 0.1 -0.1 0.1 -0.268
C -4.165108 -0.138295 -1.105579 0.5 -0.1 0.0 -0.561
O 3.392734 0.147004 -3.911255 0.1 0.0 0.0 -0.288
H -3.271937 2.656452 2.292792 0.0 0.0 0.0 0.109
O 2.357770 -3.765471 -1.740720 -0.3 0.0 0.0 0.043
```
Forces are in eV/Å.

Computed properties:
Net charge: 0
Frontier orbital gap (spin up / spin down) (eV): 6.21 / 5.23


We obtain energy relative to the best compared isomer or geometry (same formula, charge and spin) values of 110.0, 29.1, 0.0 kcal/mol for the records listed above, in that order.